Formula: H56O28
Source: OMol25
Level of theory: ωB97M-V/def2-TZVPD

Output
HOMO-LUMO gap (eV): 8.5533
Energy relative to the best compared isomer or geometry (same formula, charge and spin) (kcal/mol): 85.6
E_tot (eV): -58240.829
Lowest unoccupied orbital energy (eV): -1.03
HOMO (Eh): -0.35234

Bonds (Å) are listed after each position.
CARTESIAN COORDINATES (ANGSTROEM)
1 O -2.084 -3.803 -2.300  H2 0.957, H3 0.957
2 H -2.634 -3.965 -1.534  O1 0.957
3 H -2.446 -4.371 -2.981  O1 0.957
4 O 1.577 -2.204 -4.887  H5 0.957, H6 0.957
5 H 0.736 -2.075 -4.448  O4 0.957
6 H 1.445 -1.854 -5.767  O4 0.957
7 O -3.288 3.034 0.798  H8 0.957, H9 0.957
8 H -2.795 2.323 1.207  O7 0.957
9 H -2.623 3.566 0.361  O7 0.957
10 O -2.915 0.997 -3.300  H11 0.957, H12 0.957
11 H -3.029 0.340 -2.613  O10 0.957
12 H -2.346 1.659 -2.907  O10 0.957
13 O -0.415 -1.356 -2.753  H14 0.957, H15 0.957
14 H -0.233 -0.791 -2.002  O13 0.957
15 H -0.923 -2.082 -2.390  O13 0.957
16 O -2.439 -0.540 3.801  H17 0.957, H18 0.957
17 H -3.253 -0.457 3.304  O16 0.957
18 H -2.670 -1.091 4.549  O16 0.957
19 O 2.862 -0.493 -2.833  H20 0.957, H21 0.957
20 H 3.523 -0.583 -2.145  O19 0.957
21 H 2.676 -1.391 -3.105  O19 0.957
22 O 1.156 5.481 0.992  H23 0.957, H24 0.957
23 H 1.119 6.270 1.533  O22 0.957
24 H 1.966 5.572 0.490  O22 0.957
25 O -3.455 -0.933 -1.294  H26 0.957, H27 0.957
26 H -3.382 -1.860 -1.064  O25 0.957
27 H -4.067 -0.574 -0.652  O25 0.957
28 O -1.315 -1.829 -5.448  H29 0.957, H30 0.957
29 H -1.126 -1.656 -4.526  O28 0.957
30 H -1.034 -2.733 -5.585  O28 0.957
31 O 1.861 4.233 -3.253  H32 0.957, H33 0.957
32 H 1.352 4.836 -3.795  O31 0.957
33 H 1.645 4.479 -2.354  O31 0.957
34 O 0.511 1.134 -4.341  H35 0.957, H36 0.957
35 H -0.103 0.531 -3.923  O34 0.957
36 H 1.323 1.032 -3.846  O34 0.957
37 O 4.070 2.590 0.059  H38 0.957, H39 0.957
38 H 3.901 3.473 -0.268  O37 0.957
39 H 3.222 2.148 0.009  O37 0.957
40 O 0.946 -4.578 -0.613  H41 0.957, H42 0.957
41 H 0.530 -5.421 -0.433  O40 0.957
42 H 0.336 -4.131 -1.200  O40 0.957
43 O 0.210 3.436 3.023  H44 0.957, H45 0.957
44 H 0.024 4.332 2.743  O43 0.957
45 H 0.115 2.911 2.229  O43 0.957
46 O 2.555 0.388 5.183  H47 0.957, H48 0.957
47 H 1.763 0.879 4.965  O46 0.957
48 H 3.070 0.990 5.720  O46 0.957
49 O 0.381 -1.343 1.947  H50 0.957, H51 0.957
50 H -0.023 -0.806 2.628  O49 0.957
51 H 0.371 -2.231 2.302  O49 0.957
52 O -0.255 5.341 -1.739  H53 0.957, H54 0.957
53 H -0.062 5.998 -1.070  O52 0.957
54 H -0.291 5.837 -2.558  O52 0.957
55 O -0.239 2.740 0.334  H56 0.957, H57 0.957
56 H -0.460 2.599 -0.586  O55 0.957
57 H 0.198 3.591 0.349  O55 0.957
58 O -1.087 2.804 -2.306  H59 0.957, H60 0.957
59 H -0.383 2.542 -2.899  O58 0.957
60 H -0.992 3.753 -2.225  O58 0.957
61 O 2.031 -3.964 2.844  H62 0.957, H63 0.957
62 H 1.518 -4.352 3.553  O61 0.957
63 H 1.676 -4.359 2.048  O61 0.957
64 O -0.245 -0.082 -0.334  H65 0.957, H66 0.957
65 H -0.320 0.850 -0.127  O64 0.957
66 H 0.005 -0.492 0.495  O64 0.957
67 O 2.942 -2.159 -0.641  H68 0.957, H69 0.957
68 H 2.578 -1.736 0.137  O67 0.957
69 H 2.308 -2.842 -0.861  O67 0.957
70 O 0.529 -1.838 5.384  H71 0.957, H72 0.957
71 H 0.280 -0.988 5.022  O70 0.957
72 H 1.476 -1.777 5.509  O70 0.957
73 O -3.544 -3.415 0.540  H74 0.957, H75 0.957
74 H -3.616 -3.824 1.402  O73 0.957
75 H -4.367 -2.938 0.431  O73 0.957
76 O 3.334 -1.391 2.717  H77 0.957, H78 0.957
77 H 2.950 -2.260 2.600  O76 0.957
78 H 2.671 -0.898 3.200  O76 0.957
79 O -0.093 0.673 4.068  H80 0.957, H81 0.957
80 H -0.329 1.601 4.076  O79 0.957
81 H -0.927 0.215 3.957  O79 0.957
82 O -1.073 -3.688 2.753  H83 0.957, H84 0.957
83 H -1.002 -3.873 1.817  O82 0.957
84 H -1.862 -3.153 2.834  O82 0.957

Atomic partial charges in e from the Mulliken method, atoms 1 to 6:
1 O -0.502
2 H 0.220
3 H 0.242
4 O -0.681
5 H 0.266
6 H 0.326